# 1
Density functional theory data (ωB97M-V/def2-TZVPD) for a cluster of 7 separate species, C19H52O7 in total in a non-equilibrium geometry.

Atoms and positions in Å:
C: -1.94864 -3.10539 -0.97766
C: -0.50648 -2.68966 -0.76572
C: 0.39729 -3.95629 -0.63932
O: -0.05918 -1.91696 -1.84978
H: -2.00793 -3.51101 -1.97833
H: -2.56600 -2.22000 -0.94398
H: -2.39513 -3.79891 -0.19301
H: -0.40836 -2.05980 0.07789
H: 1.37009 -3.72931 -0.13055
H: 0.49780 -4.43472 -1.56103
H: -0.08121 -4.71882 0.06731
H: 0.44740 -2.47235 -2.49105
C: 4.38823 -4.38472 -0.11106
C: 4.21871 -3.73176 1.25866
C: 4.97351 -2.41048 1.38821
O: 2.84299 -3.35129 1.44781
H: 4.06091 -3.64919 -0.89906
H: 3.61353 -5.19506 -0.07487
H: 5.34215 -4.88853 -0.30219
H: 4.55985 -4.46526 1.99941
H: 6.03333 -2.64477 1.30567
H: 4.76741 -1.90341 2.34922
H: 4.80421 -1.73353 0.50957
H: 2.78041 -2.55711 0.87585
C: -0.51698 3.56338 0.13143
C: -0.90099 3.53260 1.57333
C: 0.04301 4.25395 2.43936
O: -2.21829 3.95661 1.87101
H: 0.45125 3.19177 -0.10295
H: -0.61658 4.64947 -0.04667
H: -1.25708 3.05940 -0.47055
H: -0.80499 2.47812 1.90575
H: -0.25316 4.13709 3.46941
H: -0.08108 5.33969 2.24503
H: 1.10582 3.92592 2.30998
H: -2.86147 3.37506 1.39628
C: -5.08503 2.56810 -2.24400
C: -4.79717 2.13197 -0.78560
C: -4.11643 0.80285 -0.60787
O: -3.90077 3.11413 -0.17782
H: -5.78493 3.30616 -2.14744
H: -5.62026 1.73479 -2.75634
H: -4.24535 2.91855 -2.83121
H: -5.75171 2.05575 -0.25628
H: -4.18516 0.42594 0.47247
H: -3.07116 0.88333 -0.89941
H: -4.67138 0.10180 -1.27372
H: -4.16293 4.04174 -0.35161
C: 0.53517 -1.31505 2.84145
C: 1.16783 -1.04612 4.16755
C: 0.77168 0.32818 4.68691
O: 0.70859 -2.00935 5.12293
H: 0.73431 -2.45256 2.64288
H: 0.92282 -0.77430 1.98134
H: -0.51824 -1.26350 2.78016
H: 2.27862 -1.02297 4.07769
H: -0.28662 0.30658 5.01021
H: 0.91508 1.01865 3.89795
H: 1.35251 0.58542 5.55740
H: 0.49207 -2.80673 4.69558
C: -1.28451 0.71937 -3.46858
C: -0.28932 1.74967 -3.84567
C: -0.81308 3.20816 -4.09848
O: 0.88015 1.65381 -2.99699
H: -1.78913 0.45668 -4.42917
H: -2.06354 0.99001 -2.71271
H: -0.85137 -0.19193 -3.06898
H: 0.16792 1.34268 -4.74895
H: -1.20363 3.64907 -3.20087
H: -1.53085 3.09325 -4.96019
H: 0.00452 3.79111 -4.44423
H: 0.51850 1.61115 -2.08550
C: 3.17530 -0.04841 -0.83499
O: 2.33178 -0.98284 -0.17471
H: 3.70608 -0.45355 -1.68224
H: 2.65353 0.83037 -1.10549
H: 3.89131 0.21181 -0.08098
H: 1.60044 -1.19850 -0.74789

Strongest force on any atom ... 3.78 eV/A
ΔE to the lowest compared entry with this formula, charge and spin ... 228.3 kJ/mol
Net charge ... 0
SMILES string ... CC(C)O.CC(C)O.CC(C)O.CC(C)O.CC(C)O.CC(C)O.CO
Kohn-Sham gap ... 10.196 eV
HOMO energy ... -0.3547 Ha

---

# 2
Density functional theory data (ωB97M-V/def2-TZVPD) for the molecule ClH3P2 in a non-equilibrium geometry.

Atoms and positions in Å:
P: -0.15027 0.24245 -0.22156
P: 1.64100 -0.74527 0.02459
Cl: -2.15032 -0.43529 0.07345
H: -0.31714 1.46224 0.44912
H: -0.07998 0.83079 -1.48982
H: 1.05670 -1.35491 1.16422

Strongest force on any atom ... 1.24 eV/A
ΔE to the lowest compared entry with this formula, charge and spin ... 42.0 kJ/mol
Net charge ... 0
SMILES string ... P=[PH2]Cl
Kohn-Sham gap ... 7.797 eV
HOMO energy ... -0.3027 Ha

---

# 3
Density functional theory data (ωB97M-V/def2-TZVPD) for the molecule C4H7N3OS in a non-equilibrium geometry.

Atoms and positions in Å:
C: 0.56752 -2.22218 0.17635
C: -0.32751 -0.07428 -0.30989
C: 0.92024 -0.58995 1.84790
C: -1.37726 2.07669 -1.58793
N: 0.15046 -2.57385 -1.03653
N: -0.43276 -1.96514 -1.83233
N: 0.35204 -0.88471 0.45189
O: 0.70414 2.25246 0.11091
S: -0.62707 1.54765 0.08729
H: 1.36785 -2.62396 0.75953
H: 1.48095 0.35414 1.86358
H: -0.09694 -0.46561 2.41222
H: 1.55467 -1.30131 2.17525
H: -2.22492 2.56341 -1.22766
H: -1.42205 1.11495 -1.99227
H: -0.58935 2.79170 -1.89830

Strongest force on any atom ... 6.05 eV/A
ΔE to the lowest compared entry with this formula, charge and spin ... 659.7 kJ/mol
Net charge ... 0
Kohn-Sham gap ... 7.901 eV
HOMO energy ... -0.2992 Ha

---

# 4
Density functional theory data (ωB97M-V/def2-TZVPD) for the molecule C2H3N in a non-equilibrium geometry.

Atoms and positions in Å:
C: -0.88093 0.04589 -0.00560
C: 0.56759 0.01432 0.06418
N: -2.14969 0.03695 0.03947
H: 0.97962 1.01730 -0.21332
H: 0.73869 -0.62362 -0.82443
H: 0.74472 -0.49084 0.93971

Strongest force on any atom ... 11.43 eV/A
ΔE to the lowest compared entry with this formula, charge and spin ... 107.1 kJ/mol
Net charge ... 0
SMILES string ... CC#N
Kohn-Sham gap ... 11.752 eV
HOMO energy ... -0.4042 Ha

---

# 5
Density functional theory data (ωB97M-V/def2-TZVPD) for the ion C2H4Cl3N2 with charge +1 in a non-equilibrium geometry.

Atoms and positions in Å:
C: -0.08587 -0.73123 0.55565
C: -0.08348 0.68380 -1.46389
N: 0.07588 -0.83875 1.87833
N: 0.00811 0.42021 0.02188
Cl: -1.23906 2.03061 -1.61924
Cl: -0.69677 -0.66062 -2.39331
Cl: 1.52909 1.08430 -2.05133
H: -0.42432 -1.45002 -0.21511
H: 0.36735 -1.71045 2.30078
H: 0.14401 0.00337 2.41153
H: 0.40506 1.16879 0.57473

Strongest force on any atom ... 2.55 eV/A
ΔE to the lowest compared entry with this formula, charge and spin ... 0.0 kJ/mol
Net charge ... +1
SMILES string ... N/C=[NH+]/C(Cl)(Cl)Cl
Kohn-Sham gap ... 11.089 eV
HOMO energy ... -0.5629 Ha

---

# 6
Density functional theory data (ωB97M-V/def2-TZVPD) for a cluster of 2 separate species, C20H41BF5N5O3 in total in a non-equilibrium geometry.

Atoms and positions in Å:
C: 8.33675 -0.13928 -0.48022
C: 7.23481 0.73816 0.16414
C: 5.97698 0.84900 -0.71423
C: 4.90133 -0.14194 -0.27265
N: 3.72350 -0.07170 -1.12966
C: 3.77250 -0.86215 -2.37567
C: 2.98025 -2.18499 -2.26971
C: 2.07856 -2.34314 -3.49705
N: 0.91450 -3.18292 -3.20240
C: 2.61542 0.61951 -0.91687
N: 1.58919 0.59183 -1.75391
C: 0.66423 1.35761 -1.21896
F: -0.52522 1.56775 -1.73814
N: 1.05649 1.88494 -0.07870
C: 0.20542 2.76090 0.73499
C: -0.63907 1.97304 1.75356
C: -2.10232 2.40079 1.78144
C: -2.89252 1.80319 0.60917
C: -4.36770 1.57926 0.94955
C: -4.90466 0.47767 0.03376
C: -6.41374 0.46647 -0.10166
C: -6.83776 -0.60559 -1.13922
C: -7.12314 -1.92618 -0.44102
O: -6.15653 -2.09496 0.57041
C: -5.24966 -3.14161 0.32666
N: 2.33245 1.44320 0.16192
C: 3.03998 1.86254 1.32276
O: 4.13214 2.65248 0.94790
O: 4.61008 3.17924 2.18082
H: 8.45881 -1.06155 0.07740
H: 9.30329 0.35495 -0.46515
H: 8.10685 -0.39447 -1.51072
H: 6.94158 0.20585 1.06514
H: 7.66134 1.70608 0.39557
H: 5.59382 1.85654 -0.82809
H: 6.26014 0.52641 -1.71545
H: 4.68401 -0.09008 0.78792
H: 5.33427 -1.12434 -0.43859
H: 4.82130 -1.07503 -2.54696
H: 3.45320 -0.26144 -3.21770
H: 2.39583 -2.21736 -1.35527
H: 3.71254 -2.98345 -2.25048
H: 1.74088 -1.35417 -3.81460
H: 2.69098 -2.74666 -4.30127
H: 0.31265 -3.16230 -4.01551
H: 0.40620 -2.75612 -2.43774
H: 0.78454 3.52214 1.24422
H: -0.47675 3.29930 0.08874
H: -0.62742 0.91242 1.51359
H: -0.18677 2.08587 2.73735
H: -2.23314 3.47764 1.88093
H: -2.51237 1.95614 2.68513
H: -2.48920 0.81215 0.40848
H: -2.84366 2.45467 -0.26322
H: -4.96415 2.47379 0.77841
H: -4.46390 1.30209 1.99680
H: -4.56017 -0.50091 0.35166
H: -4.48113 0.67990 -0.95529
H: -6.81260 1.40818 -0.46972
H: -6.86580 0.19204 0.84733
H: -6.01233 -0.77913 -1.83279
H: -7.65941 -0.26403 -1.76380
H: -7.04300 -2.75834 -1.14434
H: -8.14920 -1.96121 -0.07239
H: -4.67708 -3.28270 1.24021
H: -4.52054 -2.87894 -0.44960
H: -5.73147 -4.09126 0.09197
H: 3.33911 0.99374 1.90809
H: 2.41697 2.45561 1.98795
H: 5.42382 3.61734 1.90291
B: -3.90080 -2.41375 4.33784
F: -4.19196 -3.73413 3.93895
F: -2.95848 -1.85605 3.43021
F: -5.07623 -1.64432 4.31264
F: -3.35686 -2.41424 5.63226

Strongest force on any atom ... 2.37 eV/A
Net charge ... 0
Kohn-Sham gap ... 7.896 eV
HOMO energy ... -0.3169 Ha

---

# 7
Density functional theory data (ωB97M-V/def2-TZVPD) for a cluster of 2 separate species, C5H14NS2 in total in a non-equilibrium geometry.

Atoms and positions in Å:
C: 2.38785 -0.93127 -1.06766
C: -1.30164 -0.11406 1.95285
C: -0.68260 1.73060 0.43386
C: 2.58514 -0.08165 -0.17398
C: -1.25381 -0.67892 -0.47512
N: -0.67417 0.26803 0.62680
S: -0.83342 -2.41181 -0.00488
S: -2.98065 -0.16272 -0.70556
H: 2.54729 0.93576 -0.36203
H: 2.66221 -1.99010 -0.93755
H: 2.37483 -0.60480 -2.10445
H: -0.89071 -1.08200 2.26069
H: -0.89934 0.64094 2.62354
H: -2.32226 -0.35596 1.78506
H: -0.76102 2.15328 1.38201
H: 0.35823 1.96497 -0.01535
H: -1.48892 2.08367 -0.25140
H: 2.69296 -0.38036 0.83556
H: -0.76127 -0.54430 -1.36898
H: 0.23285 -0.18387 0.64163
H: -1.95452 -2.31730 0.86944
H: -3.05251 0.16288 -2.03702

Strongest force on any atom ... 6.50 eV/A
ΔE to the lowest compared entry with this formula, charge and spin ... 340.8 kJ/mol
Net charge ... +1
Kohn-Sham gap ... 10.529 eV
HOMO energy ... -0.5012 Ha

---

# 8
Density functional theory data (ωB97M-V/def2-TZVPD) for a cluster of 2 separate species, HO2PS in total in a non-equilibrium geometry.

Atoms and positions in Å:
O: -1.92996 0.19108 -0.27371
O: -0.29095 -1.66455 -0.15321
P: 0.63142 1.29600 -0.18444
S: -0.59382 -0.29455 0.04431
H: 2.18331 0.47202 0.56705

Strongest force on any atom ... 4.90 eV/A
ΔE to the lowest compared entry with this formula, charge and spin ... 239.5 kJ/mol
Net charge ... 0
2S+1 ... 3
Kohn-Sham gap (spin up / spin down) ... 7.361 / 7.898 eV
HOMO energy (spin up / spin down) ... -0.3000 / -0.4122 Ha

---

# 9
Density functional theory data (ωB97M-V/def2-TZVPD) for a structure of composition C25H16ClN5O4PbS in a non-equilibrium geometry.

Atoms and positions in Å:
Pb: 0.21945 -0.07624 -0.47011
Cl: -5.25391 4.42253 2.33528
C: -4.09707 3.53649 1.40719
C: -4.06987 3.69016 0.01166
C: -3.15650 2.98717 -0.71830
C: -2.23868 2.07852 -0.12269
O: -1.40997 1.46106 -0.87608
C: -2.30686 1.89753 1.29789
C: -1.57063 0.96506 2.05475
N: -0.62386 0.11939 1.70498
C: -0.15367 -0.79483 2.65386
C: -0.40625 -0.72431 4.01979
C: 0.00726 -1.72164 4.90114
C: 0.66687 -2.83357 4.44552
C: 0.99208 -2.93970 3.08228
C: 1.69259 -4.04334 2.55439
C: 2.02579 -4.06257 1.22253
C: 1.65912 -2.97868 0.42934
N: 0.97637 -1.94773 0.88726
C: 0.62104 -1.89865 2.18688
C: -3.24533 2.67033 2.02863
H: -4.77246 4.35912 -0.46215
H: -3.10954 3.09196 -1.79079
H: -1.89542 0.93091 3.09271
H: -0.94063 0.10939 4.44734
H: -0.22025 -1.61082 5.95156
H: 0.94322 -3.62911 5.11716
H: 1.95066 -4.85954 3.21084
H: 2.56129 -4.88880 0.78648
H: 1.92733 -2.94047 -0.61683
H: -3.27837 2.56314 3.10257
O: -7.15365 -7.86563 0.76574
S: -7.03432 -6.43128 0.64506
O: -6.41591 -5.75891 1.76810
O: -8.15459 -5.73178 0.03784
C: -5.83432 -6.19464 -0.74435
N: -5.96222 -6.97875 -1.79618
C: -5.17549 -6.72630 -2.82554
C: -4.18915 -5.74565 -2.78238
C: -4.14950 -4.96312 -1.62480
N: -5.01727 -5.17834 -0.63249
C: -3.20548 -3.86602 -1.40348
C: -3.13737 -3.25887 -0.14328
C: -2.25519 -2.21972 0.05052
N: -1.43904 -1.76932 -0.90706
C: -1.50825 -2.33496 -2.11284
C: -2.37103 -3.36749 -2.40749
H: -5.31324 -7.34807 -3.70147
H: -3.49374 -5.62445 -3.59932
H: -3.78918 -3.61373 0.64221
H: -2.18645 -1.72528 1.00664
H: -0.84337 -1.94276 -2.86930
H: -2.39473 -3.78006 -3.40385

Strongest force on any atom ... 1.70 eV/A
Net charge ... 0
Kohn-Sham gap ... 5.076 eV
HOMO energy ... -0.2644 Ha

---

# 10
Density functional theory data (ωB97M-V/def2-TZVPD) for a structure of composition C4H3BaO in a non-equilibrium geometry.

Atoms and positions in Å:
C: 2.02065 1.08791 0.66596
C: 1.65691 0.09425 0.03446
H: 1.89252 2.15120 0.86139
H: 1.70651 -0.93689 -0.30270
C: -1.66792 -0.54743 -1.64634
C: -1.97942 -0.54321 -0.45136
O: -1.77032 -0.46930 0.78697
Ba: -0.05817 -0.07138 2.74302
H: -1.80076 -0.76515 -2.69141

Strongest force on any atom ... 3.12 eV/A
ΔE to the lowest compared entry with this formula, charge and spin ... 91.5 kJ/mol
Net charge ... +1
Kohn-Sham gap ... 5.336 eV
HOMO energy ... -0.3866 Ha

---

# 11
Density functional theory data (ωB97M-V/def2-TZVPD) for a cluster of 2 separate species, C2H9N5O in total in a non-equilibrium geometry.

Atoms and positions in Å:
C: 1.41318 0.30367 0.20416
N: 1.65593 -0.16781 1.47439
N: 1.67768 -0.64932 -0.85553
N: 0.97409 1.47546 -0.02032
H: 1.05151 0.29035 2.14583
H: 1.60067 -1.16290 1.63303
H: 2.32488 -1.35977 -0.53600
H: 2.06080 -0.21525 -1.68735
H: 1.06479 1.78313 -0.98239
N: -1.41033 0.56548 1.25298
C: -1.49354 -0.75696 -0.86702
O: -1.15323 -0.68082 0.61686
N: -2.14099 0.20311 -1.37689
H: -0.65378 1.22316 0.99496
H: -2.17393 0.99692 0.72210
H: -3.06233 -0.03245 -1.72371
H: -1.73540 -1.81602 -0.99511

Strongest force on any atom ... 4.94 eV/A
ΔE to the lowest compared entry with this formula, charge and spin ... 455.8 kJ/mol
Net charge ... 0
SMILES string ... [H]/N=C/ON.N=C(N)N
Kohn-Sham gap ... 9.710 eV
HOMO energy ... -0.3355 Ha

---

# 12
Density functional theory data (ωB97M-V/def2-TZVPD) for a cluster of 2 separate species, CH5NOS in total in a non-equilibrium geometry.

Atoms and positions in Å:
S: -3.72995 -0.10970 3.81230
H: -3.99622 -0.94393 2.78324
H: -3.77536 1.01640 3.11497
C: 2.78842 -0.07559 -3.20826
N: 3.68724 0.64355 -2.49473
O: 1.77189 -0.51209 -2.71994
H: 3.01805 -0.21872 -4.27239
H: 3.57688 0.58149 -1.47792
H: 4.62838 0.80923 -2.77713

Strongest force on any atom ... 1.35 eV/A
ΔE to the lowest compared entry with this formula, charge and spin ... 22.0 kJ/mol
Net charge ... 0
SMILES string ... NC=O.S
Kohn-Sham gap ... 10.672 eV
HOMO energy ... -0.3570 Ha

---

Please write out number 12 again, unchanged.
Density functional theory data (ωB97M-V/def2-TZVPD) for a cluster of 2 separate species, CH5NOS in total in a non-equilibrium geometry.

Atoms and positions in Å:
S: -3.72995 -0.10970 3.81230
H: -3.99622 -0.94393 2.78324
H: -3.77536 1.01640 3.11497
C: 2.78842 -0.07559 -3.20826
N: 3.68724 0.64355 -2.49473
O: 1.77189 -0.51209 -2.71994
H: 3.01805 -0.21872 -4.27239
H: 3.57688 0.58149 -1.47792
H: 4.62838 0.80923 -2.77713

Strongest force on any atom ... 1.35 eV/A
ΔE to the lowest compared entry with this formula, charge and spin ... 22.0 kJ/mol
Net charge ... 0
SMILES string ... NC=O.S
Kohn-Sham gap ... 10.672 eV
HOMO energy ... -0.3570 Ha